[1]
Density functional theory data (ωB97M-V with the def2-TZVPD basis set) for a structure of composition C22H21GdN3O2.

Element x y z (Å)
C -0.8672 1.0491 -1.8079
C 0.5254 0.9062 -2.1173
C 1.2517 1.8763 -1.3537
C 0.3096 2.6223 -0.5797
C -1.0005 2.1173 -0.8592
Gd 0.1777 0.1416 0.3629
N -1.2551 -1.5164 -0.0194
C -0.5757 -2.7347 -0.4143
C 0.7942 -2.3248 -0.8935
H 2.3205 2.0872 -1.4395
H 0.9517 0.2037 -2.8333
H 0.5365 3.4790 0.0557
H -1.9379 2.5241 -0.4816
H -1.6808 0.4613 -2.2314
H 0.9656 -2.3362 -1.9722
H -1.1619 -3.3779 -1.1092
H -2.2611 -1.6716 0.0925
H 1.6443 -2.6311 -0.2677
H -0.3804 -3.3368 0.5092
O 0.0963 3.4494 2.8649
C -0.0082 2.3130 3.2766
N -0.1940 1.8925 4.6007
C -0.0629 0.4647 4.8015
C 0.0514 0.0457 3.3097
O 0.1589 -1.1072 2.8057
N 0.0402 1.1303 2.5084
C 1.2115 0.1866 5.6156
C 2.1460 -0.7561 5.1954
C 3.3466 -0.9194 5.8993
C 3.6061 -0.1597 7.0404
C 2.6437 0.7489 7.4973
C 1.4378 0.9050 6.8010
C -1.3246 -0.0913 5.4627
C -1.3147 -0.7786 6.6851
C -2.5270 -1.0912 7.3173
C -3.7437 -0.7518 6.7239
C -3.7472 -0.1234 5.4740
C -2.5410 0.1967 4.8438
H -0.1839 2.5919 5.3348
H 1.9277 -1.3613 4.3149
H 4.0731 -1.6455 5.5384
H 4.5495 -0.2738 7.5787
H 2.8205 1.3406 8.3978
H 0.6795 1.5902 7.1920
H -0.3666 -1.0589 7.1507
H -2.5065 -1.5983 8.2830
H -4.6848 -0.9771 7.2284
H -4.6832 0.1298 4.9809
H -2.5441 0.6913 3.8699

## Properties
Orbital gap (spin up / spin down) in eV: 3.001 / 3.391
Spin multiplicity: 8
Net charge: -1
⟨S²⟩: 16.136
LUMO (spin up / spin down) in eV: 2.67 / -0.63

=====

[2]
Density functional theory data (ωB97M-V with the def2-TZVPD basis set) for an isolated molecule of C22H21N3O6S.

Element x y z (Å)
C -3.2957 -2.2524 -4.0553
N -3.0663 -1.5353 -2.8194
S -2.5467 -2.5244 -1.5531
O -3.6643 -3.0489 -0.8159
O -1.5987 -3.4510 -2.0964
C -1.6919 -1.3389 -0.5280
C -0.6303 -0.6444 -1.0679
C -0.0007 0.3397 -0.3266
C -0.4508 0.6186 0.9608
C -1.4935 -0.1250 1.5150
C -2.1162 -1.1013 0.7658
H -2.9375 -1.6788 1.1584
H -1.8076 0.0968 2.5223
O 0.0722 1.5935 1.7635
C 0.9579 2.5259 1.1857
C 2.3694 1.9748 0.9394
O 3.0874 2.4200 0.0755
N 2.6830 0.9842 1.8138
C 3.8683 0.2616 1.9314
C 3.9469 -0.6961 2.9369
C 5.1158 -1.4248 3.0934
C 6.2130 -1.2250 2.2654
C 6.1223 -0.2730 1.2663
C 4.9658 0.4683 1.0943
H 4.9035 1.2113 0.3166
H 6.9624 -0.1018 0.6120
H 7.1063 -1.8097 2.4173
N 5.1876 -2.4074 4.1488
O 6.2132 -3.0421 4.2569
O 4.2171 -2.5332 4.8646
H 3.1166 -0.8843 3.6016
H 1.9534 0.7337 2.4723
H 0.5641 2.9347 0.2491
H 1.0392 3.3405 1.9134
H 0.8254 0.8803 -0.7603
H -0.3092 -0.8761 -2.0700
C -4.1297 -0.6359 -2.3981
C -3.5577 0.6359 -1.8299
C -2.6027 1.3443 -2.5493
C -2.0621 2.5113 -2.0422
C -2.4758 2.9893 -0.8098
C -3.4319 2.2945 -0.0905
C -3.9689 1.1238 -0.5979
H -4.7128 0.5826 -0.0318
H -3.7594 2.6634 0.8700
H -2.0594 3.9042 -0.4136
H -1.3199 3.0522 -2.6112
H -2.2811 0.9664 -3.5078
H -4.7658 -1.1357 -1.6570
H -4.7439 -0.3957 -3.2710
H -2.4886 -2.9734 -4.1603
H -3.2696 -1.5505 -4.8895
H -4.2521 -2.7867 -4.0570

## Properties
Orbital gap in eV: 8.480
ΔE to the lowest compared entry with this formula, charge and spin in kcal/mol: 45.2
LUMO in eV: -0.59

=====

[3]
Density functional theory data (ωB97M-V with the def2-TZVPD basis set) for a structure of composition C22H21N6Pd.

Element x y z (Å)
Pd 0.4291 -0.1258 0.1797
C -1.9226 4.6717 2.0130
C -0.5490 4.8435 1.8734
C 0.2115 3.9763 1.1067
C -0.3761 2.8786 0.4435
C -1.7732 2.7345 0.5835
C -2.5255 3.6046 1.3569
N 0.3222 1.9149 -0.2458
C 1.2967 2.2804 -1.1786
C 1.5058 3.5590 -1.6914
C 2.4030 3.7766 -2.7392
C 3.0857 2.7095 -3.2980
C 2.8799 1.4190 -2.8203
C 2.0105 1.1979 -1.7531
N 1.7973 -0.0190 -1.1590
N 2.1816 -1.1616 -1.8206
C 1.6040 -2.2156 -1.3477
C 1.9184 -3.5399 -1.8300
C 1.1795 -4.6049 -1.4442
C 0.0874 -4.4291 -0.5435
C -0.1276 -3.1726 -0.0510
N 0.6086 -2.0920 -0.3612
H -2.5069 5.3568 2.6139
H -0.0560 5.6640 2.3835
H 1.2832 4.1111 1.0408
H -2.2356 1.8956 0.0772
H -3.5954 3.4507 1.4401
H 0.9347 4.3937 -1.3077
H 2.5407 4.7802 -3.1248
H 3.7752 2.8738 -4.1187
H 3.3856 0.5671 -3.2532
H 2.7397 -3.6293 -2.5279
H 1.4109 -5.5909 -1.8323
H -0.5601 -5.2455 -0.2574
H -0.9495 -2.9844 0.6275
C -1.0317 2.1846 4.9504
C -0.7425 0.9633 4.1462
C -0.4892 -0.3459 4.4926
C -0.2757 -1.0277 3.2803
N -0.4061 -0.1902 2.2533
N -0.6788 1.0023 2.8098
C 0.1058 -2.4626 3.1482
H -1.1776 1.9232 5.9966
H -1.9293 2.6853 4.5837
H -0.2081 2.8977 4.8835
H -0.4458 -0.7634 5.4851
H -0.8081 1.8077 2.2115
H 0.4446 -2.8355 4.1145
H 0.9079 -2.5861 2.4218
H -0.7356 -3.0807 2.8325

## Properties
Orbital gap in eV: 5.135
Net charge: -1
ΔE to the lowest compared entry with this formula, charge and spin in kcal/mol: 10.0
LUMO in eV: 2.70

=====

[4]
Density functional theory data (ωB97M-V with the def2-TZVPD basis set) for an isolated molecule of C22H22BF3OS.

Element x y z (Å)
C -2.9474 -3.9121 4.6514
C -2.4480 -2.9752 3.5922
C -2.8110 -3.1705 2.2589
C -2.3210 -2.3282 1.2472
C -1.3978 -1.3199 1.5458
C -0.7366 -0.5894 0.3981
C -0.2633 0.7755 0.7198
C -0.0737 1.7456 -0.2134
C 0.5899 3.0306 0.0243
C 0.8119 3.9062 -1.0540
C 1.5134 5.0955 -0.8934
C 2.0177 5.4524 0.3624
C 2.8202 6.7200 0.5180
C 1.7703 4.6163 1.4546
C 1.0693 3.4168 1.2960
C -1.1581 -1.0219 2.8972
C -1.6457 -1.8666 3.9091
H -2.5575 -3.6427 5.6350
H -4.0418 -3.9030 4.7010
H -2.6509 -4.9458 4.4473
H -3.4471 -4.0106 2.0045
H -2.6104 -2.5154 0.2327
H -1.3331 -0.6219 -0.5398
H -0.2322 1.0876 1.7556
H -0.3821 1.5597 -1.2413
H 0.4291 3.6452 -2.0452
H 1.6990 5.7588 -1.7426
H 3.1323 6.8557 1.5514
H 3.7128 6.7049 -0.1124
H 2.2337 7.5910 0.2173
H 2.1520 4.9019 2.4375
H 0.9031 2.7791 2.1599
H -0.5208 -0.2022 3.2070
H -1.3878 -1.6995 4.9493
C 1.3561 -0.7323 -4.7754
O 0.9165 -1.9856 -4.2783
C 0.7613 -2.1836 -2.9780
C 0.1752 -3.4174 -2.6224
B -0.2417 -4.5758 -3.7861
F -1.2776 -4.0003 -4.5293
F 0.9017 -4.8550 -4.5334
F -0.6657 -5.6502 -2.9904
S -0.0979 -3.3720 -0.9352
C 0.3179 -1.6198 -0.5891
C 1.0050 -1.2950 -1.8568
H 1.2614 -0.7557 -5.8682
H 0.7422 0.1065 -4.3801
H 2.4201 -0.5514 -4.5148
H 0.9630 -1.6155 0.2865
H 1.5741 -0.4147 -1.9802

## Properties
Orbital gap in eV: 6.821
ΔE to the lowest compared entry with this formula, charge and spin in kcal/mol: 6.5
LUMO in eV: -1.80